Record 1
This record from the OMol25 dataset describes a 2-piece molecular cluster, CHNO3 overall. The level of theory is ωB97M-V/def2-TZVPD.

Geometry (Å):
C -1.47017 -0.59131 -0.37360
N 1.36312 0.18178 -0.08578
O -2.33726 -0.88267 0.31834
O 2.47366 -0.17098 -0.06430
O 0.68490 1.13052 0.26641
H -0.71424 0.33267 -0.06108

Summary:
HOMO level (spin up / spin down) = -0.2829 / -0.4697 Ha
Spin multiplicity = 3
LUMO energy (spin up / spin down) = -0.0240 / -0.0830 Ha
HOMO-LUMO gap (spin up / spin down) = 0.259 / 0.387 Ha



Record 2
This record from the OMol25 dataset describes CHNO3S as an isolated structure. The level of theory is ωB97M-V/def2-TZVPD.

Geometry (Å):
C 2.97059 0.19856 0.14693
N 1.14710 0.73084 0.47901
O 2.05272 -0.23161 1.06038
O 2.16313 1.05741 -0.43573
O -0.03498 -0.03998 -0.49624
S 4.44288 -0.31758 -0.16873
H 0.42086 -0.06455 -1.31914

Summary:
HOMO level = -0.3788 Ha
LUMO energy = -0.0321 Ha
HOMO-LUMO gap = 0.347 Ha



Record 3
This record from the OMol25 dataset describes one molecule with the formula CHNO3S2. The level of theory is ωB97M-V/def2-TZVPD.

Geometry (Å):
O -3.19326 0.17878 -3.22400
N -2.20980 -0.22604 -2.79593
O -1.30341 -0.83761 -3.21433
O -1.95609 0.32187 -1.36285
C -0.99968 -0.28144 -0.61599
S -0.82616 -1.89114 -0.50975
S -0.19458 0.91678 0.33529
H 0.92919 0.21613 0.51347

Summary:
HOMO level = -0.3398 Ha
LUMO energy = -0.0305 Ha
HOMO-LUMO gap = 0.309 Ha



Record 4
This record from the OMol25 dataset describes one molecule with the formula CHNO5S. The level of theory is ωB97M-V/def2-TZVPD.

Geometry (Å):
C 1.33068 0.30963 -0.29485
N 0.66528 1.06127 0.62575
O 2.50037 0.25107 -0.46174
O 0.51703 -0.60877 -0.89657
O 0.34459 2.21232 0.81517
O -1.66421 0.06283 0.02355
O -0.41375 -1.94781 0.94705
S -0.80012 -1.35820 -0.31589
H -2.47987 0.01766 -0.44248

Summary:
HOMO level (spin up / spin down) = -0.3713 / -0.3723 Ha
LUMO energy (spin up / spin down) = -0.0560 / -0.0600 Ha
HOMO-LUMO gap (spin up / spin down) = 0.315 / 0.312 Ha



Record 5
This record from the OMol25 dataset describes CHNO5S2 as an isolated structure. The level of theory is ωB97M-V/def2-TZVPD.

Geometry (Å):
C 0.99433 0.51587 -1.05272
N -1.87864 0.23363 0.83323
O -4.02002 -1.18092 0.70802
O 0.19929 1.32417 -1.52134
O 2.22273 0.51201 -1.16881
O -3.17929 -0.05086 -1.23392
O -0.92207 2.59708 0.72699
S -2.80961 -0.92962 -0.11304
S -1.60491 1.53760 -0.05130
H 0.46377 -0.29528 -0.56193

Summary:
HOMO level (spin up / spin down) = 0.0623 / -0.0305 Ha
Spin multiplicity = 3
LUMO energy (spin up / spin down) = 0.2235 / 0.1808 Ha
Total charge = -2
HOMO-LUMO gap (spin up / spin down) = 0.161 / 0.211 Ha



Record 6
This record from the OMol25 dataset describes a 2-piece molecular cluster, CHNOS overall. The level of theory is ωB97M-V/def2-TZVPD.

Geometry (Å):
C 1.63454 0.27980 -0.03698
N 0.78063 1.00884 -0.22512
H 2.41428 -0.36560 0.29069
O -2.17245 -0.78607 -0.62889
S -2.65701 -0.13697 0.60030

Summary:
HOMO level (spin up / spin down) = -0.3334 / -0.3343 Ha
LUMO energy (spin up / spin down) = -0.0484 / -0.0473 Ha
HOMO-LUMO gap (spin up / spin down) = 0.285 / 0.287 Ha



Record 7
This record from the OMol25 dataset describes an isolated ion of composition CHO2S2 and charge -1. The level of theory is ωB97M-V/def2-TZVPD.

Geometry (Å):
C 0.06947 0.59360 -0.47020
O -2.05809 2.06671 -1.53225
O -0.19081 1.74549 0.24375
S 0.80412 0.56207 -1.89797
S -1.76829 1.41062 -0.31811
H 0.01652 -0.41387 0.08596

Summary:
HOMO level = -0.0964 Ha
LUMO energy = 0.1369 Ha
Total charge = -1
HOMO-LUMO gap = 0.233 Ha



Record 8
This record from the OMol25 dataset describes one molecule with the formula CHO3PS. The level of theory is ωB97M-V/def2-TZVPD.

Geometry (Å):
C 0.93158 -0.64437 0.14715
O -0.12084 0.10576 0.05756
O 2.00322 0.15434 -0.20030
O 0.98353 -1.80383 0.48271
P -3.48917 1.26625 -0.01891
S -2.05976 0.03140 0.33593
H 1.75145 0.89045 -0.80414

Summary:
HOMO level = -0.3579 Ha
LUMO energy = -0.0966 Ha
HOMO-LUMO gap = 0.261 Ha



Record 9
This record from the OMol25 dataset describes an isolated ion of composition CHO3S3 and charge -1. The level of theory is ωB97M-V/def2-TZVPD.

Geometry (Å):
C 1.78043 -0.51506 0.16353
O -2.24637 0.06783 1.23318
O -0.47364 1.02403 -0.22580
O -2.67567 0.08062 -1.15516
S 3.37567 -1.11055 -0.05672
S 1.18744 0.68055 -0.87323
S -2.13631 0.85656 -0.02915
H 1.18843 -1.08398 0.94335

Summary:
HOMO level = -0.1740 Ha
LUMO energy = 0.0998 Ha
Total charge = -1
HOMO-LUMO gap = 0.274 Ha



Record 10
This record from the OMol25 dataset describes CHO3Tb as an isolated structure. The level of theory is ωB97M-V/def2-TZVPD.

Geometry (Å):
O -1.35335 -0.59362 0.14597
C -0.22500 0.07781 0.12388
O -0.15614 1.08915 -0.63758
O 0.85293 -0.42845 0.56027
H -1.16001 -1.53048 -0.05264
Tb 2.04156 1.38560 -0.13989

Summary:
HOMO level (spin up / spin down) = -0.7837 / -0.7926 Ha
Spin multiplicity = 7
LUMO energy (spin up / spin down) = -0.5482 / -0.4143 Ha
Total charge = +2
HOMO-LUMO gap (spin up / spin down) = 0.236 / 0.378 Ha



Record 11
This record from the OMol25 dataset describes CHO4 as an isolated structure. The level of theory is ωB97M-V/def2-TZVPD.

Geometry (Å):
C -1.20844 0.97517 -0.88222
O -1.99911 1.67584 -1.27778
O 1.81129 -1.29701 1.77967
O 1.33246 -1.15767 0.69226
O -0.30904 0.26835 -0.55068
H 0.37285 -0.46467 0.23874

Summary:
HOMO level (spin up / spin down) = -0.6785 / -0.6781 Ha
LUMO energy (spin up / spin down) = -0.3201 / -0.3197 Ha
Total charge = +1
HOMO-LUMO gap (spin up / spin down) = 0.358 / 0.358 Ha



Record 12
This record from the OMol25 dataset describes a 2-piece molecular cluster, CHOPS overall. The level of theory is ωB97M-V/def2-TZVPD.

Geometry (Å):
C 0.87528 -0.31567 -0.13439
O 2.02356 -0.69578 -0.21293
P -1.65403 -0.75579 0.33917
S -1.72509 1.12957 0.01881
H 0.48028 0.63768 -0.01065

Summary:
HOMO level (spin up / spin down) = -0.2996 / -0.2997 Ha
LUMO energy (spin up / spin down) = -0.0635 / -0.0635 Ha
HOMO-LUMO gap (spin up / spin down) = 0.236 / 0.236 Ha



Record 13
This record from the OMol25 dataset describes CI3O2S as an isolated structure. The level of theory is ωB97M-V/def2-TZVPD.

Geometry (Å):
C -0.49233 -0.22871 -0.04464
O 1.43104 1.74937 0.05256
O 1.81923 -0.56743 -0.12434
S 1.10285 0.47874 0.62856
I -0.56913 -2.27090 0.76685
I -0.42827 -0.48630 -2.18789
I -2.86339 1.32523 0.90891

Summary:
HOMO level (spin up / spin down) = -0.1588 / -0.1776 Ha
Spin multiplicity = 3
LUMO energy (spin up / spin down) = 0.0985 / 0.0054 Ha
Total charge = -1
HOMO-LUMO gap (spin up / spin down) = 0.257 / 0.183 Ha



Record 14
This record from the OMol25 dataset describes a 2-piece molecular cluster, CIO2S overall. The level of theory is ωB97M-V/def2-TZVPD.

Geometry (Å):
C 1.22485 0.19432 0.19296
O 1.43962 1.05793 0.93894
O 1.38031 -0.62512 -0.61345
S -1.34057 -0.06664 0.69078
I -2.70421 -0.56049 -1.20923

Summary:
HOMO level = -0.1230 Ha
LUMO energy = 0.1188 Ha
Total charge = -1
HOMO-LUMO gap = 0.242 Ha



Record 15
This record from the OMol25 dataset describes CLiNaO2 as an isolated structure. The level of theory is ωB97M-V/def2-TZVPD.

Geometry (Å):
O -0.96808 0.04926 -0.39256
Li 0.08171 0.49587 0.68082
Na -3.14900 -0.66417 -0.23154
C 2.75367 -0.07742 -0.40920
O 2.03889 0.28075 0.32716

Summary:
HOMO level = -0.2208 Ha
LUMO energy = -0.0169 Ha
HOMO-LUMO gap = 0.204 Ha



Record 16
This record from the OMol25 dataset describes CLiO2Tl as an isolated structure. The level of theory is ωB97M-V/def2-TZVPD.

Geometry (Å):
O 0.60409 -0.04381 0.52731
Li -0.85153 0.71717 0.34470
Tl 1.88683 0.71913 2.25940
C -0.42034 -1.04841 -1.73283
O -1.21904 -0.34407 -1.39858

Summary:
HOMO level = -0.2730 Ha
LUMO energy = -0.0110 Ha
HOMO-LUMO gap = 0.262 Ha



Record 17
This record from the OMol25 dataset describes a 2-piece molecular cluster, CN2O2 overall. The level of theory is ωB97M-V/def2-TZVPD.

Geometry (Å):
C -1.78528 0.66769 0.78142
N 0.61923 -0.55746 0.43987
N 1.40198 -0.15091 -0.22768
O 2.19148 0.27120 -0.94570
O -2.28428 -0.15578 0.13842

Summary:
HOMO level = -0.4449 Ha
LUMO energy = 0.0411 Ha
HOMO-LUMO gap = 0.486 Ha



Record 18
This record from the OMol25 dataset describes one molecule with the formula CN2O3. The level of theory is ωB97M-V/def2-TZVPD.

Geometry (Å):
O -1.18933 0.54738 1.51474
C -0.38336 0.21229 0.71095
O 0.88600 -0.11147 0.71870
N 1.26148 -0.45270 -0.80728
N 0.23284 -0.28793 -1.42198
O -0.80763 0.09243 -0.71513

Summary:
HOMO level = -0.4411 Ha
LUMO energy = -0.0035 Ha
HOMO-LUMO gap = 0.438 Ha



Record 19
This record from the OMol25 dataset describes a 2-piece molecular cluster, CN2O3S overall. The level of theory is ωB97M-V/def2-TZVPD.

Geometry (Å):
C -0.12291 1.70511 -0.62220
N -0.30921 2.33270 0.31210
N 0.26665 1.02243 -1.72725
O -0.99582 -1.04250 1.77861
O -0.02803 -0.15322 -1.88460
O 1.30241 -1.99578 1.16111
S -0.11308 -1.86873 0.98223

Summary:
HOMO level = -0.4104 Ha
LUMO energy = -0.0965 Ha
HOMO-LUMO gap = 0.314 Ha



Record 20
This record from the OMol25 dataset describes one molecule with the formula CN2O3S. The level of theory is ωB97M-V/def2-TZVPD.

Geometry (Å):
C -1.82186 -0.10948 0.11958
N -2.80222 0.08962 -0.49083
N 1.80151 0.04447 0.03306
O 1.21235 1.02201 0.29570
O 2.94376 -0.18045 -0.13548
O -0.69152 -0.37771 0.68020
S 0.38483 -1.30028 -0.14869

Summary:
HOMO level = -0.4008 Ha
LUMO energy = -0.0423 Ha
HOMO-LUMO gap = 0.359 Ha



Across the entries above, F_max takes the values 3.54 4.38 2.87 3.93 3.11 0.83 4.80 3.06 4.61 4.47 1.35 5.57 2.01 1.12 5.73 2.84 3.76 1.66 2.85 3.10 eV/A, respectively.
Across the entries above, molecular weight takes the values 75.0 107.1 139.2 139.1 171.2 75.1 109.2 124.1 157.2 219.9 77.0 92.1 456.8 203.0 73.9 255.3 72.0 88.0 120.1 120.1 g mol⁻¹, respectively.
Across the entries above, energy relative to the best compared isomer or geometry (same formula, charge and spin) takes the values 84.1 130.9 30.2 35.8 3.8 24.3 59.3 63.7 43.1 0.0 0.0 37.3 17.9 1.2 21.4 0.0 92.2 52.8 4.9 34.0 kcal per mole, respectively.